(w)
The following is a quantum chemistry calculation of an isolated molecule of C3H5FO, from the Open Molecules 2025 dataset.

Geometry (Å):
C (1.19386, -0.64804, 0.93818)
C (-0.40755, 0.25757, -0.53140)
C (-1.59542, 0.59255, -1.01248)
H (1.25060, -1.56138, 1.67011)
H (1.37313, 0.16797, 1.63036)
H (1.97623, -0.75439, 0.17032)
H (0.41240, 0.96571, -0.68081)
H (-2.52351, 0.10115, -0.73258)
O (-0.08955, -0.85034, 0.27757)
F (-1.59019, 1.72919, -1.72927)

Properties
HOMO-LUMO gap (eV): 9.99
SMILES: CO/C=C/F
LUMO energy (eV): 1.04

Taken from the natural (NBO) analysis, the atomic charges in e are: -0.2712 0.0473 0.1382 0.1985 0.1892 0.1850 0.1760 0.1819 -0.5129 -0.3318


(x)
The following is a quantum chemistry calculation of an isolated molecule of C3H5FO, from the Open Molecules 2025 dataset.

Geometry (Å):
C (1.11286, 0.04853, 0.09692)
C (-0.25412, 0.46592, -0.33056)
C (-1.30349, -0.53559, 0.15026)
H (1.11395, -0.02464, 1.30997)
H (1.78891, 0.83855, 0.03300)
H (-0.49712, 1.45123, -0.04492)
H (-0.38019, 0.42888, -1.45453)
H (-0.84048, -1.08853, 0.88635)
O (-2.40149, -0.58931, -0.26653)
F (1.66118, -0.99504, -0.37997)

Properties
HOMO-LUMO gap (eV): 10.98
SMILES: O=CCCF
LUMO energy (eV): 1.01

Taken from the natural (NBO) analysis, the atomic charges in e are: 0.0822 -0.5772 0.4630 0.1134 0.1597 0.2490 0.2333 0.0925 -0.4917 -0.3242


(y)
The following is a quantum chemistry calculation of C3H5FO as an isolated structure, from the Open Molecules 2025 dataset.

Geometry (Å):
C (-0.93929, -0.43380, 0.27582)
C (0.05993, 0.73791, 0.15555)
C (1.46282, 0.55009, 0.01074)
H (-3.52224, 0.00190, 0.86549)
H (-1.15807, -0.88056, 1.34875)
H (-0.50015, -1.25574, -0.74639)
H (-0.26053, 1.71405, 0.04369)
H (2.33566, 1.26566, -0.21089)
O (-2.25197, 0.00000, -0.41229)
F (1.95781, -0.66338, -0.07278)

Properties
HOMO-LUMO gap (eV): 7.35
LUMO energy (eV): -1.80

Taken from the natural (NBO) analysis, the atomic charges in e are: -0.1282 -0.3373 0.2390 0.3429 0.2238 0.1987 0.2223 0.1842 -0.6123 -0.3332


(z)
The following is a quantum chemistry calculation of an isolated molecule of C3H5FO, from the Open Molecules 2025 dataset.

Geometry (Å):
C (-0.69663, -0.09448, -0.31504)
C (0.36471, -1.02347, 0.15904)
C (0.19757, 1.11963, 0.11292)
H (-0.66208, -0.25959, -1.55791)
H (0.71995, -1.06039, 1.37907)
H (0.67336, -1.94375, -0.38988)
H (0.24554, 2.15656, -0.48435)
H (0.04005, 1.09088, 1.41942)
O (1.29759, 0.07063, -0.30927)
F (-2.18005, -0.05602, -0.01400)

Properties
HOMO-LUMO gap (eV): 11.45
SMILES: FC1COC1
LUMO energy (eV): 1.02

Taken from the natural (NBO) analysis, the atomic charges in e are: 0.1456 -0.1285 -0.1259 0.1951 0.1943 0.2179 0.2407 0.1940 -0.5360 -0.3972


Which of them is most stable, and which least? Most stable: (x); least stable: (y).


(w)
The following is a quantum chemistry calculation of an isolated molecule of C3H5FO, from the Open Molecules 2025 dataset.

Geometry (Å):
C (-0.14741, 0.15630, -0.56783)
C (-1.26998, -0.29316, 0.34146)
C (1.26404, -0.01290, -0.01003)
O (-0.92573, 1.03871, 0.09009)
F (-2.52502, -0.60011, -0.11968)
H (-0.22508, 0.07698, -1.59091)
H (-0.99807, -0.48439, 1.40171)
H (1.28303, -0.53485, 0.88792)
H (1.60602, 1.06925, 0.20811)
H (1.93820, -0.41582, -0.64085)

Properties
HOMO-LUMO gap (eV): 11.68
SMILES: C[C@@H]1O[C@H]1F
LUMO energy (eV): 1.14

Taken from the natural (NBO) analysis, the atomic charges in e are: 0.0576 0.4059 -0.6325 -0.4808 -0.3337 0.1827 0.1639 0.2092 0.2157 0.2119


(x)
The following is a quantum chemistry calculation of an isolated molecule of C3H5FO, from the Open Molecules 2025 dataset.

Geometry (Å):
C (-0.83464, -0.58245, -0.43094)
C (-0.52819, 0.68257, 0.27558)
C (0.53478, -0.01619, -0.38322)
O (1.66015, -0.81012, 0.53126)
F (1.13189, 0.57379, -1.49907)
H (-1.09193, -1.45889, 0.26103)
H (-1.38117, -0.57279, -1.42613)
H (-0.83905, 1.68819, -0.12187)
H (-0.57712, 0.85401, 1.43968)
H (1.92528, -0.35813, 1.35368)

Properties
HOMO-LUMO gap (eV): 11.85
SMILES: OC1(F)CC1
LUMO energy (eV): 0.92

Taken from the natural (NBO) analysis, the atomic charges in e are: -0.4674 -0.4918 0.6089 -0.7655 -0.3293 0.2505 0.2436 0.2399 0.2365 0.4747


Which of them is most stable, and which least? Most stable: (w); least stable: (x).


(w)
The following is a quantum chemistry calculation of a 2-piece molecular cluster, C3H5FO overall, from the Open Molecules 2025 dataset.

Geometry (Å):
C (-1.90371, 0.08120, -0.05755)
C (0.57640, -0.70074, -0.52798)
C (1.03756, 0.37145, 0.29418)
O (-3.06757, -0.14925, 0.16495)
F (0.62292, -1.92267, -0.14760)
H (0.72400, -0.61820, -1.67658)
H (-1.43333, 1.07779, 0.18908)
H (0.52963, 1.28493, 0.14755)
H (2.08001, 0.58529, 0.30132)
H (0.83410, -0.00982, 1.31263)

Properties
HOMO-LUMO gap (alpha / beta) (eV): 8.09 / 9.18
LUMO energy (alpha / beta) (eV): 0.21 / 0.84

Taken from the natural (NBO) analysis, the atomic charges in e are: 0.3361 0.2812 -0.7319 -0.4898 -0.3147 0.1407 0.0932 0.2266 0.2309 0.2278


(x)
The following is a quantum chemistry calculation of a 2-piece molecular cluster, C3H5FO overall, from the Open Molecules 2025 dataset.

Geometry (Å):
C (-0.71314, 0.12140, -0.70742)
C (-0.71334, 0.48382, 0.76885)
C (0.48899, 0.48173, -0.01908)
O (1.79225, -1.47711, 0.35909)
F (1.33028, 1.45906, -0.32850)
H (-0.79917, -0.97274, -0.87358)
H (-1.07020, 0.69258, -1.52418)
H (-0.97652, 1.47067, 1.03570)
H (-0.66759, -0.30557, 1.63259)
H (1.32845, -1.95384, -0.34346)

Properties
HOMO-LUMO gap (alpha / beta) (eV): 8.73 / 8.74
LUMO energy (alpha / beta) (eV): -0.94 / -0.94

Taken from the natural (NBO) analysis, the atomic charges in e are: -0.5053 -0.4952 0.7021 -0.8754 -0.2788 0.2571 0.2482 0.2381 0.2880 0.4212


(y)
The following is a quantum chemistry calculation of an isolated molecule of C3H5FO, from the Open Molecules 2025 dataset.

Geometry (Å):
C (0.72831, -0.23677, 0.15295)
C (1.10638, -0.99003, 1.37963)
C (-0.48507, 0.59399, 0.16163)
O (0.45194, -1.55151, -0.00234)
F (2.37013, -1.50825, 1.45498)
H (1.67625, 0.01167, -0.38450)
H (0.49578, -1.02424, 2.31282)
H (-0.41912, 1.65119, -0.06407)
H (-1.15391, 0.45020, 0.98895)
H (-1.07417, 0.12184, -0.62758)

Properties
HOMO-LUMO gap (eV): 11.62
SMILES: C[C@@H]1O[C@H]1F
LUMO energy (eV): 1.10

Taken from the natural (NBO) analysis, the atomic charges in e are: 0.0285 0.4107 -0.6553 -0.5105 -0.3241 0.1875 0.1859 0.2235 0.2199 0.2340


(z)
The following is a quantum chemistry calculation of a 2-piece molecular cluster, C3H5FO overall, from the Open Molecules 2025 dataset.

Geometry (Å):
C (-1.51368, -0.28000, -1.09794)
C (1.24215, -0.32667, 0.43603)
C (0.08895, 0.68812, 0.33939)
O (-1.66684, -0.49653, -2.25228)
F (-0.66632, 0.85224, 1.46265)
H (-2.02837, -0.46997, -0.17411)
H (1.95868, -0.32029, -0.42661)
H (0.70448, -1.29610, 0.53573)
H (1.72538, -0.06220, 1.35477)
H (0.15557, 1.71140, -0.17764)

Properties
HOMO-LUMO gap (alpha / beta) (eV): 8.66 / 8.66
LUMO energy (alpha / beta) (eV): 0.86 / 0.86

Taken from the natural (NBO) analysis, the atomic charges in e are: 0.4116 -0.6894 0.1515 -0.4833 -0.3643 0.1245 0.2413 0.2186 0.2175 0.1719


Which of them is most stable, and which least? Most stable: (y); least stable: (x).


(w)
The following is a quantum chemistry calculation of an isolated molecule of C2H5N3O, from the Open Molecules 2025 dataset.

Geometry (Å):
N (2.13573, -0.30924, 0.29130)
C (1.09803, 0.57856, 0.07688)
O (1.24371, 1.77636, 0.11459)
N (-0.14416, -0.06092, -0.10513)
C (-1.26216, 0.68941, -0.29518)
N (-2.37264, -0.03303, -0.17873)
H (3.02815, 0.16146, 0.29133)
H (2.13766, -1.20772, -0.16939)
H (-0.18698, -1.04926, 0.15026)
H (-3.23226, 0.48135, -0.23467)
H (-2.44508, -1.02697, 0.05873)

Properties
HOMO-LUMO gap (eV): 9.44
LUMO energy (eV): 0.77

Taken from the natural (NBO) analysis, the atomic charges in e are: -0.8489 0.7902 -0.5817 -0.6903 0.2354 -0.8001 0.4035 0.3831 0.3570 0.3997 0.3521


(x)
The following is a quantum chemistry calculation of an isolated molecule of C2H5N3O, from the Open Molecules 2025 dataset.

Geometry (Å):
C (1.08747, -0.62350, 0.30031)
C (0.06351, 0.17865, -0.50083)
N (0.95955, -2.84710, -2.32463)
N (1.05351, -2.21116, -1.42161)
N (1.21681, -1.93640, -0.26474)
O (-0.83586, 1.03030, 0.30710)
H (2.21158, -0.17739, 0.16577)
H (0.84842, -0.71216, 1.39581)
H (-0.66695, -0.44712, -1.06549)
H (0.63667, 0.85228, -1.18887)
H (-1.29814, 1.53468, -0.35484)

Properties
HOMO-LUMO gap (eV): 10.22
LUMO energy (eV): 0.75

Taken from the natural (NBO) analysis, the atomic charges in e are: -0.2565 -0.1004 -0.0738 0.2346 -0.3374 -0.7193 0.1945 0.2396 0.1781 0.1758 0.4649


Which of them is most stable, and which least? Most stable: (w); least stable: (x).


(w)
The following is a quantum chemistry calculation of a 2-piece molecular cluster, C2H5N3O overall, from the Open Molecules 2025 dataset.

Geometry (Å):
C (1.57943, 0.20232, -0.18002)
C (-1.95636, 0.09935, -0.04063)
H (2.28367, -1.61236, 0.66339)
H (1.55652, 1.31740, -0.64922)
H (-0.21831, -1.23890, 0.37944)
H (-0.53909, 1.66029, -0.14546)
H (-2.84556, 0.82856, -0.39359)
N (2.66951, -0.51534, -0.15926)
N (0.30996, -0.28773, 0.39181)
N (-0.75638, 0.61910, 0.34297)
O (-2.08340, -1.07266, -0.20943)

Properties
HOMO-LUMO gap (eV): 9.21
LUMO energy (eV): 0.40

Taken from the natural (NBO) analysis, the atomic charges in e are: 0.2245 0.5019 0.3018 0.1857 0.4491 0.3953 0.1350 -0.5891 -0.5320 -0.4629 -0.6093


(x)
The following is a quantum chemistry calculation of an isolated molecule of C2H5N3O, from the Open Molecules 2025 dataset.

Geometry (Å):
C (-0.85992, 0.10562, -0.00908)
C (1.61794, 0.29264, 0.03161)
H (-2.80890, 0.95140, 0.16965)
H (-0.94960, 1.21823, -0.06827)
H (0.39240, -1.37048, -0.08109)
H (1.51929, 1.37641, 0.02393)
H (2.77648, -1.27832, -0.08563)
N (-1.84499, -0.70559, 0.05608)
N (0.41440, -0.33114, 0.10638)
N (2.81078, -0.22128, -0.06439)
O (-3.06788, -0.03751, -0.07920)

Properties
HOMO-LUMO gap (eV): 9.71
SMILES: [H]/N=C\N/C=N/O
LUMO energy (eV): 0.69

Taken from the natural (NBO) analysis, the atomic charges in e are: 0.1949 0.2827 0.4313 0.1514 0.4080 0.1655 0.3254 -0.1575 -0.6072 -0.6655 -0.5290


(y)
The following is a quantum chemistry calculation of C2H5N3O as an isolated structure, from the Open Molecules 2025 dataset.

Geometry (Å):
N (-0.11318, -0.12071, -1.77059)
C (0.79332, -0.00033, -0.78758)
O (2.05416, 0.10603, -0.99412)
N (0.63258, 0.02387, 0.53401)
C (-0.53519, -0.08631, 1.24312)
N (-0.55601, -0.05846, 2.51296)
H (0.19433, -0.02879, -2.72539)
H (-1.10142, -0.07200, -1.58464)
H (1.94190, 0.13723, 0.28103)
H (-1.43253, -0.19897, 0.60962)
H (-1.51788, -0.15966, 2.82507)

Properties
HOMO-LUMO gap (eV): 9.88
LUMO energy (eV): 0.56

Taken from the natural (NBO) analysis, the atomic charges in e are: -0.8038 0.7549 -0.6707 -0.6819 0.2714 -0.6494 0.4188 0.4039 0.5058 0.1167 0.3343


Which of them is most stable, and which least? Most stable: (y); least stable: (w).


(w)
The following is a quantum chemistry calculation of an isolated molecule of C2H5N3O, from the Open Molecules 2025 dataset.

Geometry (Å):
C (-1.29965, -1.04478, -0.22115)
N (-0.26484, -0.34630, -0.64995)
C (0.72588, 0.18058, 0.22206)
N (1.05050, 1.46251, -0.07597)
O (-1.14758, 0.51009, -1.38997)
N (1.26579, -0.50565, 1.15254)
H (1.70887, 1.91751, 0.53285)
H (0.36936, 2.01631, -0.57162)
H (-1.53670, -1.11750, 0.84096)
H (-1.88398, -1.58356, -0.95260)
H (1.01236, -1.48921, 1.11285)

Properties
HOMO-LUMO gap (eV): 7.96
SMILES: [H]/N=C(/N)[N+](=C)[O-]
LUMO energy (eV): -0.86

Taken from the natural (NBO) analysis, the atomic charges in e are: 0.1595 -0.1955 0.5552 -0.8027 -0.5306 -0.7440 0.4067 0.4182 0.1860 0.2052 0.3419


(x)
The following is a quantum chemistry calculation of an isolated molecule of C2H5N3O, from the Open Molecules 2025 dataset.

Geometry (Å):
N (1.41047, -1.63534, -0.25070)
C (1.18041, -0.33579, 0.15414)
O (1.99808, 0.33423, 0.73417)
N (-0.13721, 0.08880, -0.12523)
C (-0.49797, 1.34343, 0.24621)
N (-1.81346, 1.53677, 0.17922)
H (2.38899, -1.87810, -0.20274)
H (0.93135, -1.96724, -1.07501)
H (-0.81645, -0.64740, -0.33815)
H (-2.12572, 2.33514, 0.70314)
H (-2.51850, 0.82550, -0.02505)

Properties
HOMO-LUMO gap (eV): 9.41
LUMO energy (eV): 0.77

Taken from the natural (NBO) analysis, the atomic charges in e are: -0.8461 0.7902 -0.5786 -0.6935 0.2377 -0.8030 0.4038 0.3815 0.3578 0.4007 0.3495


Which of them is most stable, and which least? Most stable: (x); least stable: (w).